(1)
Density functional theory data (ωB97M-V with the def2-TZVPD basis set) for 3 unconnected molecules or ions with the total composition C23H53O8P2 in a non-equilibrium geometry.

Last column: Löwdin charge in e.
Cartesian coordinates (Å):
C (-5.89, -1.02, -0.16)  -0.2635
C (-5.09, 0.27, -0.43)  -0.4188
C (-5.31, 0.86, -1.85)  -0.2655
C (-4.26, 0.36, -2.87)  -0.2247
C (-3.90, 1.39, -3.96)  -0.1942
C (-2.41, 1.83, -4.11)  -0.1947
C (-1.32, 0.86, -3.61)  -0.2058
C (-0.55, 1.51, -2.43)  -0.2129
C (-1.34, 1.49, -1.11)  -0.2182
C (-0.99, 2.69, -0.21)  -0.2573
C (-1.89, 3.88, -0.60)  -0.1039
H (-6.66, -0.80, 0.60)  -0.0874
H (-5.23, -1.75, 0.34)  -0.0951
H (-5.41, 1.06, 0.27)  0.0618
H (-4.01, 0.12, -0.25)  0.0590
H (-6.31, 0.52, -2.14)  0.0733
H (-5.26, 1.95, -1.78)  0.0793
H (-4.69, -0.52, -3.35)  0.0958
H (-3.40, 0.02, -2.29)  0.0657
H (-4.47, 2.30, -3.74)  0.0880
H (-4.27, 1.05, -4.93)  0.0913
H (-2.24, 1.99, -5.18)  0.0941
H (-2.27, 2.81, -3.66)  0.0815
H (-1.71, -0.13, -3.35)  0.0889
H (-0.58, 0.70, -4.40)  0.0977
H (-0.39, 2.56, -2.70)  0.1003
H (0.42, 1.03, -2.30)  0.1017
H (-1.08, 0.57, -0.58)  0.0928
H (-2.41, 1.53, -1.29)  0.0896
H (-1.28, 2.41, 0.80)  0.0885
H (0.07, 2.94, -0.27)  0.1030
H (-1.48, 4.84, -0.29)  0.0629
H (-2.86, 3.76, -0.12)  0.0745
H (-2.10, 3.88, -1.67)  0.0548
O (2.52, -4.68, -1.74)  -0.2145
P (2.77, -3.73, -2.83)  0.3736
O (3.58, -2.44, -2.40)  -0.1702
C (4.88, -2.58, -1.80)  -0.2636
C (5.94, -3.03, -2.79)  -0.0801
O (1.41, -3.01, -3.26)  -0.1803
C (0.16, -3.33, -2.65)  -0.2645
C (-0.15, -2.40, -1.50)  -0.0539
O (3.34, -4.06, -4.27)  -0.1796
C (3.35, -5.42, -4.73)  -0.2563
C (1.95, -6.00, -4.85)  -0.0760
H (4.82, -3.27, -0.96)  0.1148
H (5.13, -1.59, -1.41)  0.1175
H (5.78, -4.05, -3.11)  0.0650
H (6.93, -2.97, -2.33)  0.0765
H (5.93, -2.39, -3.68)  0.0832
H (0.14, -4.37, -2.34)  0.1034
H (-0.60, -3.21, -3.43)  0.1197
H (0.69, -2.33, -0.81)  0.0792
H (-1.02, -2.75, -0.94)  0.0906
H (-0.36, -1.40, -1.86)  0.0517
H (3.96, -6.03, -4.07)  0.1150
H (3.84, -5.40, -5.71)  0.1162
H (1.48, -6.08, -3.87)  0.0690
H (1.99, -6.99, -5.29)  0.0789
H (1.32, -5.35, -5.47)  0.0871
O (1.05, 3.23, 4.54)  -0.2124
P (1.36, 2.06, 5.36)  0.3745
O (2.90, 1.65, 5.36)  -0.1725
C (3.89, 2.61, 5.77)  -0.2663
C (3.87, 2.88, 7.26)  -0.0800
O (0.77, 0.73, 4.70)  -0.1809
C (0.00, 0.77, 3.49)  -0.2639
C (0.87, 0.56, 2.27)  -0.0573
O (0.93, 1.81, 6.86)  -0.1802
C (-0.14, 2.59, 7.43)  -0.2537
C (-1.46, 2.38, 6.71)  -0.0736
H (3.75, 3.54, 5.21)  0.1144
H (4.85, 2.18, 5.48)  0.1161
H (2.97, 3.41, 7.56)  0.0655
H (4.73, 3.49, 7.54)  0.0766
H (3.90, 1.94, 7.82)  0.0831
H (-0.55, 1.71, 3.42)  0.1014
H (-0.73, -0.03, 3.58)  0.1232
H (1.74, 1.21, 2.28)  0.0811
H (0.29, 0.75, 1.37)  0.0519
H (1.24, -0.47, 2.23)  0.0785
H (0.14, 3.65, 7.42)  0.1149
H (-0.22, 2.28, 8.47)  0.1161
H (-1.41, 2.75, 5.69)  0.0701
H (-2.26, 2.91, 7.23)  0.0806
H (-1.70, 1.32, 6.67)  0.0882

Values from the calculation:
**Net charge**: -1
**DFT total energy**: -2192.8941 Ha

=====

(2)
Density functional theory data (ωB97M-V with the def2-TZVPD basis set) for 5 unconnected molecules or ions with the total composition C23H54BF3N4O8PS in a non-equilibrium geometry.

Last column: Löwdin charge in e.
Cartesian coordinates (Å):
C (3.46, -0.94, 1.55)  0.1565
C (3.68, -0.80, 0.38)  -0.1716
N (3.90, -0.60, -1.00)  -0.0557
C (4.86, -1.55, -1.63)  -0.0447
B (5.50, -1.13, -3.05)  -0.5530
O (6.59, -0.21, -3.20)  0.0881
O (4.99, -1.64, -4.26)  0.1391
C (3.97, 0.77, -1.39)  -0.2172
N (2.90, 1.38, -2.09)  -0.0281
C (2.22, 0.48, -3.05)  -0.1026
C (1.16, -0.53, -2.43)  -0.1160
C (-0.32, 0.00, -2.38)  -0.2437
O (-0.79, 0.51, -3.63)  -0.2027
C (-2.00, 1.25, -3.36)  -0.1049
C (1.97, 2.11, -1.20)  -0.0577
C (1.16, 3.21, -2.02)  -0.1891
O (1.92, 3.61, -3.18)  -0.0142
C (1.06, 4.52, -1.12)  -0.4664
F (2.29, 5.13, -0.94)  0.1187
F (0.48, 4.17, 0.07)  0.1294
F (0.29, 5.44, -1.81)  0.1045
N (4.97, 1.59, -1.07)  -0.2308
N (4.95, 2.94, -1.46)  0.1060
P (6.39, 1.08, -0.12)  0.4218
S (6.77, 2.42, 1.25)  0.2020
H (3.07, -1.26, 2.54)  0.0809
H (4.31, -2.53, -1.78)  0.1514
H (5.72, -1.81, -0.93)  0.1164
H (7.23, -0.50, -2.53)  0.0860
H (5.16, -0.92, -4.90)  0.1270
H (1.63, 1.15, -3.74)  0.1378
H (2.90, -0.11, -3.71)  0.1209
H (1.43, -0.93, -1.41)  0.0886
H (1.16, -1.44, -3.11)  0.1369
H (-0.49, 0.76, -1.56)  0.1119
H (-0.96, -0.90, -2.09)  0.1376
H (-1.84, 2.08, -2.61)  0.0764
H (-2.79, 0.58, -2.90)  0.1068
H (-2.41, 1.73, -4.30)  0.1042
H (1.32, 1.47, -0.56)  0.1401
H (2.62, 2.71, -0.48)  0.1285
H (0.15, 2.85, -2.36)  0.1408
H (1.35, 4.12, -3.78)  0.1239
H (5.89, 3.21, -1.77)  0.1115
H (4.69, 3.49, -0.63)  0.0927
H (6.28, -0.23, 0.41)  0.0044
H (7.54, 1.08, -0.98)  0.0063
C (-1.31, -3.15, 1.64)  -0.0589
C (-0.21, -3.77, 0.80)  -0.4846
C (0.79, -4.51, 1.67)  -0.0589
O (0.47, -2.74, 0.06)  -0.0796
H (-0.91, -2.42, 2.34)  0.0808
H (-2.02, -2.61, 1.00)  0.0790
H (-1.86, -3.91, 2.20)  0.0842
H (-0.64, -4.46, 0.07)  0.1421
H (1.28, -3.83, 2.38)  0.0779
H (1.59, -4.94, 1.06)  0.0786
H (0.31, -5.31, 2.23)  0.0727
H (0.85, -2.13, 0.70)  0.0601
C (-4.69, 5.47, -0.10)  -0.0640
C (-3.73, 4.66, 0.75)  -0.4908
C (-3.01, 5.54, 1.76)  -0.0563
O (-2.77, 4.01, -0.09)  -0.0771
H (-4.15, 6.24, -0.67)  0.0817
H (-5.20, 4.83, -0.83)  0.0788
H (-5.45, 5.96, 0.51)  0.0679
H (-4.28, 3.87, 1.27)  0.1318
H (-2.42, 6.30, 1.26)  0.0810
H (-2.32, 4.94, 2.36)  0.0778
H (-3.72, 6.03, 2.43)  0.0842
H (-2.28, 4.70, -0.56)  0.0670
C (-7.99, 2.72, 0.94)  -0.0612
C (-7.52, 3.39, 2.22)  -0.5010
C (-8.58, 3.33, 3.31)  -0.0629
O (-7.21, 4.76, 1.95)  -0.0684
H (-8.89, 3.21, 0.55)  0.0837
H (-7.23, 2.78, 0.17)  0.0730
H (-8.22, 1.66, 1.12)  0.0813
H (-6.60, 2.92, 2.57)  0.1340
H (-9.49, 3.84, 2.99)  0.0831
H (-8.23, 3.82, 4.21)  0.0808
H (-8.83, 2.29, 3.55)  0.0814
H (-8.01, 5.19, 1.64)  0.0931
C (2.18, -9.60, 3.61)  -0.0639
C (1.35, -8.40, 3.20)  -0.5007
C (0.17, -8.80, 2.33)  -0.0630
O (2.18, -7.48, 2.48)  -0.0704
H (2.59, -10.11, 2.74)  0.0822
H (3.03, -9.30, 4.23)  0.0803
H (1.58, -10.32, 4.18)  0.0825
H (0.99, -7.88, 4.09)  0.1385
H (0.52, -9.28, 1.41)  0.0832
H (-0.40, -7.92, 2.03)  0.0691
H (-0.49, -9.49, 2.86)  0.0830
H (2.51, -7.92, 1.69)  0.0886

Values from the calculation:
**Net charge**: +1
**DFT total energy**: -2793.3405 Ha

=====

(3)
Density functional theory data (ωB97M-V with the def2-TZVPD basis set) for 6 unconnected molecules or ions with the total composition C23H54ClN2O11PSSi in a non-equilibrium geometry.

Last column: Löwdin charge in e.
Cartesian coordinates (Å):
O (2.47, 1.06, -1.42)  0.0833
C (2.09, 0.83, -2.54)  -0.3503
O (1.79, -0.41, -2.98)  -0.0731
C (0.74, -0.37, -3.97)  -0.2002
C (-0.08, -1.65, -3.96)  -0.2378
Si (0.39, -2.93, -2.67)  0.2708
Cl (-0.85, -4.56, -3.16)  0.3195
C (-0.09, -2.49, -0.89)  -0.3142
C (-0.24, -1.01, -0.57)  -0.4823
S (-1.80, -0.32, -1.22)  1.0288
C (-1.37, 1.24, -1.85)  -0.7191
N (-1.97, 1.97, -2.72)  0.0432
N (-1.20, 3.08, -2.87)  0.0574
C (-0.19, 2.97, -2.11)  -0.1803
O (-0.24, 1.81, -1.41)  -0.0082
C (2.14, -3.61, -2.86)  -0.2877
P (3.48, -2.93, -1.87)  0.3515
O (4.32, -4.00, -1.34)  -0.2761
O (2.99, -1.93, -0.73)  -0.1270
O (4.30, -2.00, -2.88)  -0.1142
H (1.93, 1.64, -3.26)  0.1548
H (1.19, -0.23, -4.95)  0.1297
H (0.07, 0.47, -3.83)  0.1005
H (0.06, -2.15, -4.91)  0.0785
H (-1.14, -1.44, -3.90)  0.0677
H (-1.04, -2.98, -0.67)  0.0615
H (0.63, -2.93, -0.21)  0.0730
H (0.60, -0.39, -0.86)  0.0503
H (-0.33, -0.91, 0.50)  0.0470
H (0.63, 3.65, -1.99)  0.1161
H (2.40, -3.56, -3.91)  0.0683
H (2.09, -4.66, -2.60)  0.0496
H (2.98, -2.45, 0.08)  0.0935
H (4.84, -1.40, -2.35)  0.0877
C (-3.25, -9.27, -2.12)  -0.0652
C (-4.18, -8.33, -2.87)  -0.5002
C (-3.60, -7.91, -4.21)  -0.0635
O (-4.45, -7.18, -2.07)  -0.0556
H (-2.29, -8.78, -1.91)  0.0796
H (-3.68, -9.56, -1.16)  0.0780
H (-3.05, -10.18, -2.70)  0.0783
H (-5.14, -8.82, -3.03)  0.1361
H (-2.65, -7.38, -4.06)  0.0664
H (-4.27, -7.23, -4.72)  0.0796
H (-3.41, -8.77, -4.85)  0.0791
H (-3.61, -6.73, -1.92)  0.0770
C (-5.40, 4.65, -1.24)  -0.0629
C (-6.57, 3.75, -1.64)  -0.5012
C (-6.64, 2.51, -0.76)  -0.0661
O (-6.44, 3.37, -3.01)  -0.0545
H (-4.44, 4.14, -1.36)  0.0721
H (-5.37, 5.53, -1.89)  0.0786
H (-5.49, 4.99, -0.20)  0.0770
H (-7.50, 4.31, -1.56)  0.1353
H (-5.72, 1.92, -0.87)  0.0764
H (-7.47, 1.87, -1.06)  0.0784
H (-6.76, 2.77, 0.29)  0.0776
H (-5.61, 2.88, -3.10)  0.0837
C (0.29, 0.33, 4.93)  -0.0557
C (0.44, 0.36, 3.42)  -0.4799
C (0.15, 1.74, 2.86)  -0.0491
O (-0.45, -0.60, 2.82)  -0.0654
H (-0.73, 0.58, 5.23)  0.0839
H (0.49, -0.67, 5.32)  0.0856
H (0.97, 1.03, 5.40)  0.0588
H (1.45, 0.05, 3.15)  0.1384
H (-0.87, 2.04, 3.09)  0.0860
H (0.26, 1.75, 1.77)  0.0646
H (0.84, 2.48, 3.28)  0.0735
H (-1.35, -0.35, 3.05)  0.0900
C (3.58, 2.92, 6.73)  -0.0607
C (3.67, 1.40, 6.64)  -0.5057
C (4.91, 0.87, 7.34)  -0.0615
O (3.67, 1.00, 5.26)  -0.0637
H (4.45, 3.38, 6.25)  0.0815
H (2.69, 3.29, 6.22)  0.0736
H (3.55, 3.25, 7.77)  0.0809
H (2.78, 0.96, 7.08)  0.1309
H (5.81, 1.27, 6.87)  0.0815
H (4.95, -0.22, 7.26)  0.0803
H (4.91, 1.14, 8.39)  0.0807
H (4.45, 1.38, 4.85)  0.0864
C (3.48, 6.20, 0.57)  -0.0607
C (2.39, 5.23, 0.14)  -0.4880
C (2.55, 3.87, 0.79)  -0.0575
O (2.38, 5.09, -1.28)  -0.0661
H (4.46, 5.82, 0.27)  0.0818
H (3.34, 7.17, 0.09)  0.0798
H (3.48, 6.34, 1.65)  0.0805
H (1.41, 5.65, 0.41)  0.1402
H (3.50, 3.41, 0.50)  0.0870
H (1.76, 3.20, 0.46)  0.0559
H (2.52, 3.93, 1.88)  0.0763
H (3.23, 4.72, -1.54)  0.0897

Values from the calculation:
**Net charge**: 0
**DFT total energy**: -3335.2716 Ha
**Structure (SMILES)**: O=COCC[Si@](Cl)(CCSc1nnco1)CP(=O)(O)O.CC(C)O.CC(C)O.CC(C)O.CC(C)O.CC(C)O

=====

| no. | LUMO level (eV) | gap between HOMO and LUMO (eV) | HOMO level (eV) |
| --- | --- | --- | --- |
| 1 | 2.18 | 3.12 | -0.94 |
| 2 | -4.39 | 7.21 | -11.60 |
| 3 | 0.29 | 9.47 | -9.18 |